{
  "formula": "C7H13NO",
  "method": "ωB97M-V with the def2-TZVPD basis set",
  "de_lowest_kj_mol": 263.9,
  "e_tot_ev": -11005.018,
  "charge": 0,
  "molar_mass_da": 127.2,
  "e_lumo_ev": 0.921,
  "homo_ev": -9.043,
  "gap_ev": 9.96,
  "elements": ["C", "C", "C", "C", "C", "N", "O", "C", "C", "H", "H", "H", "H", "H", "H", "H", "H", "H", "H", "H", "H", "H"],
  "positions_angstrom": [[0.17798, -0.19651, 0.22352], [-0.86387, 0.93986, 0.41648], [2.57993, 0.01168, -0.40464], [-0.06179, -0.88992, -1.11061], [0.11948, -1.17885, 1.39278], [-0.55196, 1.95336, -0.58678], [1.48108, 0.54929, 0.28665], [-2.22499, 0.45884, 0.26404], [-3.36454, 0.12715, 0.11014], [-0.74390, 1.32792, 1.44497], [0.47959, 2.12978, -0.51806], [-1.23229, 2.70434, -0.57898], [2.50403, 0.16402, -1.48738], [2.71679, -1.05352, -0.20052], [3.45796, 0.54265, -0.02899], [0.55505, -0.72285, 2.28037], [-0.15292, -0.14752, -1.90090], [0.73692, -1.58660, -1.35078], [-0.99560, -1.44461, -1.04504], [-0.92165, -1.43219, 1.59433], [0.67549, -2.08708, 1.16218], [-4.37079, -0.16924, 0.03720]],
  "nbo_charge": [0.314, -0.161, -0.244, -0.670, -0.647, -0.860, -0.580, -0.016, -0.223, 0.201, 0.402, 0.377, 0.169, 0.165, 0.194, 0.223, 0.241, 0.213, 0.233, 0.226, 0.211, 0.233]
}

---

{
  "formula": "C7H13NO2",
  "method": "ωB97M-V with the def2-TZVPD basis set",
  "de_lowest_kj_mol": 309.6,
  "e_tot_ev": -13052.720,
  "charge": 0,
  "molar_mass_da": 143.2,
  "e_lumo_ev": 0.709,
  "homo_ev": -9.216,
  "gap_ev": 9.93,
  "elements": ["C", "C", "C", "C", "C", "C", "N", "C", "O", "O", "H", "H", "H", "H", "H", "H", "H", "H", "H", "H", "H", "H", "H"],
  "positions_angstrom": [[1.06616, 0.68913, -0.55783], [-1.39780, 0.98493, 0.22598], [0.28106, -2.32582, 1.26122], [1.22484, 2.00650, -1.33554], [0.07885, 0.92628, 0.58528], [-0.93116, -2.42368, 0.81670], [2.37411, 0.28099, -0.08744], [-2.14282, -2.50599, 0.37952], [-1.75305, 0.46901, -1.02847], [0.45396, 1.10570, 1.71903], [-1.33988, 0.98960, -1.72566], [0.66360, -0.08925, -1.21464], [2.35854, -0.68811, 0.21927], [2.61518, 0.84756, 0.72549], [-1.95230, 0.40678, 0.96449], [-1.71162, 2.03644, 0.33091], [1.08288, -2.93869, 0.86772], [0.53867, -1.67322, 2.06132], [1.67686, 2.75263, -0.68568], [0.26967, 2.39411, -1.69569], [1.89003, 1.82786, -2.18718], [-2.85979, -3.20146, 0.78616], [-2.48599, -1.87129, -0.42496]],
  "nbo_charge": [-0.172, -0.184, -0.526, -0.602, 0.579, 0.110, -0.823, -0.506, -0.711, -0.558, 0.470, 0.219, 0.364, 0.368, 0.222, 0.192, 0.221, 0.234, 0.217, 0.187, 0.232, 0.225, 0.241]
}

---

{
  "formula": "C7H13NO2",
  "method": "ωB97M-V with the def2-TZVPD basis set",
  "de_lowest_kj_mol": 199.5,
  "e_tot_ev": -13053.861,
  "charge": 0,
  "molar_mass_da": 143.2,
  "e_lumo_ev": 0.661,
  "homo_ev": -9.132,
  "gap_ev": 9.79,
  "elements": ["C", "C", "C", "C", "C", "C", "C", "O", "O", "N", "H", "H", "H", "H", "H", "H", "H", "H", "H", "H", "H", "H", "H"],
  "positions_angstrom": [[-0.79235, -0.63116, -0.06193], [-1.08324, -1.09058, 1.37135], [-1.37605, 0.77482, -0.25543], [-1.43711, -1.59806, -1.06837], [0.72003, -0.68315, -0.31823], [2.01174, 1.87782, 0.79168], [2.76130, 2.60905, 0.02624], [1.44667, 1.30486, 1.64234], [1.22424, 0.24511, -1.22212], [1.55445, -1.49695, 0.13950], [0.51742, 0.79256, -1.58668], [1.20079, -2.16413, 0.81364], [-0.53298, -0.47260, 2.07635], [-0.80188, -2.13106, 1.51830], [-2.14762, -1.00943, 1.58110], [-0.82075, 1.51430, 0.32261], [-2.40887, 0.78665, 0.09750], [-1.39627, 1.07543, -1.30754], [-1.01446, -2.59526, -0.96490], [-1.27209, -1.26448, -2.09160], [-2.50886, -1.66332, -0.89241], [3.25926, 2.16414, -0.81404], [2.89665, 3.65541, 0.20262]],
  "nbo_charge": [-0.149, -0.601, -0.618, -0.593, 0.584, 0.735, -0.782, -0.488, -0.696, -0.688, 0.483, 0.351, 0.231, 0.206, 0.210, 0.227, 0.224, 0.195, 0.218, 0.209, 0.210, 0.270, 0.261]
}